Entry 1:
85
Properties=species:S:1:pos:R:3:forces:R:3:mulliken_charge:R:1 method="wB97M-V/def2-TZVPD" gap_ev=5.19 e_lumo_ev=-4.193 charge=+1
C -7.111252 -2.624691 1.867758 0.02 -0.13 -0.13 -1.138
N -6.668295 -1.463452 1.106400 0.36 0.04 0.00 0.061
C -7.723273 -0.814296 0.351527 -0.18 0.07 0.07 -0.906
C -5.357030 -1.089776 1.012122 -0.52 -0.03 0.22 1.680
C -4.992230 0.204740 0.550718 0.25 0.17 -0.01 -1.001
C -3.666936 0.580112 0.474919 -0.22 -0.52 -0.43 -0.719
C -2.630810 -0.364250 0.692984 0.30 -0.09 -0.11 -0.007
C -1.263984 -0.039360 0.404360 -0.82 -0.02 0.55 0.232
C -0.225342 -0.902182 0.697572 1.20 -0.40 0.01 -1.324
C 1.122227 -0.532817 0.919152 -0.74 -0.09 -0.70 0.649
C 2.142960 -1.570737 0.939588 0.45 -0.47 0.11 0.578
C 1.910623 -2.843673 0.354261 0.02 -0.10 0.27 -0.468
C 2.860701 -3.850911 0.416257 0.25 0.09 0.18 -0.765
C 4.131882 -3.616872 1.007764 -0.34 0.39 -0.05 0.041
N 5.091860 -4.615088 1.050796 0.16 -0.27 0.00 0.221
C 6.408046 -4.475388 0.462236 0.01 0.22 0.27 -1.083
C 4.888340 -5.877638 1.734120 -0.23 -0.06 -0.26 -1.055
C 4.392688 -2.334177 1.548272 -0.17 -0.43 -0.28 -0.566
C 3.407841 -1.365135 1.549752 -0.12 0.12 -0.16 -0.654
C 1.503069 0.863929 1.093080 0.37 0.61 0.01 0.663
C 0.701476 1.809382 1.776177 -0.03 -0.22 -0.18 -0.224
C 1.104746 3.131338 1.906353 0.41 0.30 -0.37 -0.836
C 2.301645 3.590602 1.293486 -0.26 -0.80 -0.36 -0.125
N 2.658510 4.937638 1.344918 -0.19 0.52 0.62 0.181
C 3.926717 5.382725 1.885247 0.07 -0.28 -0.23 -1.013
C 2.059239 5.904957 0.450228 -0.13 -0.09 0.07 -0.958
C 3.101691 2.655853 0.599619 -0.32 0.12 0.33 -0.862
C 2.722155 1.327110 0.541209 0.20 -0.10 0.10 -0.170
C -2.997364 -1.633493 1.225459 -0.48 0.18 -0.04 -0.776
C -4.320744 -1.965350 1.433451 0.54 -0.08 -0.02 -1.020
H -6.428273 -2.824844 2.697260 -0.25 0.06 -0.10 0.369
H -8.115126 -2.417005 2.272577 0.42 -0.05 -0.11 0.351
H -7.179458 -3.525255 1.234161 0.03 0.22 0.18 0.354
H -7.313428 -0.048699 -0.300522 -0.14 -0.10 -0.02 0.213
H -8.252397 -1.550667 -0.271265 0.16 0.13 0.15 0.350
H -8.455461 -0.355129 1.028107 0.11 -0.02 -0.14 0.328
H -5.768088 0.915173 0.272517 0.30 -0.07 0.28 0.445
H -3.412368 1.607576 0.218390 -0.02 -0.21 -0.16 0.514
H -1.052839 0.924493 -0.055435 0.11 0.10 0.35 0.903
H -0.439113 -1.976205 0.752025 0.00 0.63 0.28 0.024
H 0.966258 -3.051323 -0.160408 0.45 0.14 0.13 0.462
H 2.673917 -4.828791 -0.041970 0.04 0.43 0.20 0.438
H 6.483463 -3.522995 -0.067341 0.05 -0.15 0.05 0.329
H 7.188510 -4.528730 1.235260 0.00 0.07 -0.18 0.339
H 6.583270 -5.299564 -0.247604 -0.02 0.24 0.09 0.325
H 3.916451 -5.883500 2.235135 0.17 -0.05 -0.08 0.325
H 4.942212 -6.719271 1.027379 -0.08 0.05 0.18 0.333
H 5.679580 -6.027928 2.487652 -0.24 0.07 -0.13 0.322
H 5.358619 -2.145642 2.017682 -0.28 -0.05 -0.10 0.491
H 3.621235 -0.420039 2.046980 -0.15 -0.26 -0.06 0.588
H -0.234413 1.479475 2.235769 0.38 0.10 -0.01 0.596
H 0.519482 3.843975 2.497580 0.19 -0.29 -0.31 0.459
H 4.321128 4.650505 2.595066 -0.06 0.14 -0.10 0.302
H 4.670987 5.554916 1.092577 0.06 -0.01 0.12 0.342
H 3.762914 6.336143 2.404327 0.12 -0.18 -0.02 0.329
H 1.116872 5.520515 0.052238 0.10 0.11 0.06 0.272
H 1.877733 6.836151 1.000884 -0.09 -0.06 -0.18 0.332
H 2.734135 6.137433 -0.390779 -0.15 -0.05 0.03 0.311
H 4.000618 2.996095 0.075235 -0.30 -0.13 0.31 0.401
H 3.395769 0.626216 0.045621 -0.40 0.23 -0.04 0.499
H -2.220827 -2.363910 1.461703 -0.39 0.25 0.02 0.401
H -4.565536 -2.925848 1.883354 0.10 0.23 -0.28 0.315
C 2.879891 -1.203483 -3.677959 0.18 -0.23 -0.23 -1.471
C 2.287692 -0.066561 -2.887646 -0.44 -0.22 -0.25 0.588
O 0.863955 -0.173924 -3.156091 0.25 0.17 0.34 -0.377
C 0.055897 0.732206 -2.558169 0.40 0.33 0.44 0.284
C -1.309137 0.475006 -2.876337 0.23 0.26 -0.23 -0.275
N -2.284217 1.449499 -2.761204 0.32 -0.25 0.58 0.341
C -1.965020 2.747855 -2.385079 -0.63 -0.71 -0.19 -0.146
C -2.968892 3.631498 -2.069358 0.03 -0.05 -0.04 -0.710
C -4.302666 3.247923 -2.150841 -0.11 0.13 -0.08 -0.322
C -4.607192 1.977788 -2.642361 0.10 0.04 -0.06 -0.563
C -3.602132 1.090401 -2.951281 0.39 0.68 0.21 -0.272
O 0.520822 1.608135 -1.809182 -0.38 -0.47 -0.67 -0.621
H 3.953737 -1.275716 -3.494840 -0.04 -0.05 -0.03 0.411
H 2.400665 -2.151035 -3.406567 0.16 0.16 0.06 0.303
H 2.715656 -1.054885 -4.750039 0.07 0.02 0.16 0.368
H 2.479732 -0.194755 -1.813284 -0.14 0.24 -0.28 -0.308
H 2.662297 0.906410 -3.245871 -0.21 -0.28 0.36 0.296
H -1.579589 -0.475442 -3.316944 -0.10 0.31 -0.06 0.338
H -0.915830 2.991359 -2.323918 -0.09 -0.19 0.02 0.544
H -2.653784 4.627397 -1.764099 -0.28 -0.18 -0.03 0.411
H -5.085824 3.941099 -1.873332 -0.01 -0.06 -0.07 0.425
H -5.636526 1.662030 -2.789602 0.18 0.07 0.05 0.423
H -3.764488 0.084732 -3.319940 0.03 0.16 0.12 0.336

Entry 2:
91
Properties=species:S:1:pos:R:3:forces:R:3:mulliken_charge:R:1 method="wB97M-V/def2-TZVPD" gap_ev=6.36 e_lumo_ev=-1.681
O 6.541301 2.097005 2.003408 0.81 0.21 -0.31 -0.558
C 7.411755 2.226534 0.840589 -0.66 1.43 -0.74 -0.222
C 6.507177 2.148644 -0.523797 -0.65 0.59 0.59 -0.981
C 5.105448 2.874142 -0.132577 0.08 2.44 -0.39 0.777
C 5.132918 4.431444 -0.135971 -2.84 -3.73 0.84 -0.481
C 3.823379 5.201334 0.275362 -0.77 -3.84 0.87 -0.030
S 3.881293 7.060248 0.248897 0.07 -1.11 0.53 -0.258
C 2.536051 4.397109 0.682189 3.23 0.15 -1.02 -0.721
C 2.547991 2.829068 0.661443 1.04 -2.33 -0.24 0.677
N 1.535499 1.856329 1.008062 3.76 0.77 -1.26 -0.585
S 2.219994 0.290273 0.806517 1.19 3.22 -0.37 0.280
N 3.847253 0.580649 0.277786 -3.37 4.94 0.97 -0.652
C 3.844600 2.024999 0.251323 1.10 1.23 -0.07 0.391
H 6.281292 2.980665 2.346787 0.41 -0.90 -0.66 0.339
H 7.838938 3.303383 0.846105 -0.27 -1.87 -0.02 0.229
H 8.244128 1.445740 0.865302 -1.28 1.09 0.03 0.172
H 6.345904 1.076680 -0.884085 0.09 1.49 0.67 0.307
H 7.002372 2.742421 -1.387617 -0.77 -0.99 1.53 0.386
H 6.106861 4.978540 -0.428655 -1.95 -0.96 0.51 0.332
H 4.804802 7.411477 1.245009 -0.81 -0.95 -0.83 0.165
H 1.591311 4.954188 0.993396 1.57 -0.91 -0.51 0.370
N 0.539201 -3.280376 1.410864 0.03 -0.04 0.02 0.130
C -0.119132 -4.450897 1.678318 -0.05 -0.04 -0.06 -0.239
C 0.819489 -5.445830 1.805866 -0.27 0.01 0.01 -0.386
C 2.091613 -4.852806 1.614244 0.18 0.20 -0.05 -0.604
C 1.887965 -3.515570 1.375267 0.03 0.01 -0.05 -0.317
H 0.099897 -2.385507 1.264203 0.08 -0.17 0.06 0.180
H -1.195898 -4.474946 1.753146 0.12 0.00 0.06 0.141
H 0.613098 -6.485219 2.015346 0.01 0.11 -0.01 0.388
H 3.050496 -5.349058 1.648121 -0.10 0.07 0.00 0.388
H 2.584528 -2.713563 1.182287 -0.03 -0.13 0.04 0.333
N -4.024507 -3.806037 1.872472 -0.01 -0.01 0.02 0.036
C -4.024171 -4.508980 3.048231 0.04 -0.06 0.06 -0.537
C -4.550049 -3.700231 4.026025 0.10 -0.26 -0.04 -0.474
C -4.885604 -2.465617 3.417603 -0.03 0.20 -0.21 -0.445
C -4.553104 -2.560563 2.088405 0.04 0.07 -0.01 -0.292
H -3.689336 -4.151153 0.987221 -0.12 0.04 0.17 0.228
H -3.649297 -5.520766 3.087407 -0.04 0.10 0.03 0.406
H -4.680001 -3.968229 5.064237 0.01 0.02 -0.12 0.419
H -5.322839 -1.602847 3.898740 0.04 -0.08 -0.07 0.440
H -4.645657 -1.851128 1.280262 -0.05 -0.05 0.14 0.201
N 9.464747 -1.158611 0.195314 -0.02 0.05 -0.06 0.022
C 10.615382 -0.537102 -0.212313 0.08 0.04 0.03 -0.527
C 10.812544 -0.837337 -1.538185 0.12 0.17 0.17 -0.368
C 9.738501 -1.665677 -1.947561 -0.24 -0.12 0.04 -0.371
C 8.921153 -1.844653 -0.858197 -0.06 -0.06 -0.02 -0.568
H 9.077991 -1.116902 1.124861 0.07 -0.03 -0.18 0.224
H 11.193590 0.062188 0.474962 -0.03 -0.07 -0.09 0.382
H 11.637903 -0.497223 -2.146362 -0.08 -0.03 0.08 0.410
H 9.580329 -2.084230 -2.930734 0.00 0.04 0.11 0.404
H 8.002848 -2.400422 -0.741590 0.11 0.04 -0.04 0.399
N 2.803515 -0.163386 -2.625560 -0.07 -0.04 -0.17 0.136
C 2.083298 -0.848013 -3.568200 -0.02 -0.03 -0.02 -0.644
C 1.593388 0.063167 -4.472084 0.13 -0.28 -0.02 -0.657
C 2.038943 1.343920 -4.063605 0.14 0.14 0.13 -0.614
C 2.785629 1.173341 -2.923314 -0.02 0.05 0.03 -0.389
H 3.273853 -0.578143 -1.836823 -0.01 0.16 -0.16 0.281
H 1.980658 -1.921524 -3.513594 -0.01 0.11 -0.03 0.420
H 0.982949 -0.167260 -5.333004 0.10 0.01 0.06 0.615
H 1.836552 2.286931 -4.550160 0.04 -0.09 0.07 0.476
H 3.303180 1.885907 -2.299379 -0.07 -0.04 -0.12 0.419
N -5.499589 0.215771 -0.497770 -0.06 -0.04 -0.04 0.206
C -6.765676 -0.184798 -0.832621 -0.09 -0.04 0.00 -0.662
C -7.609407 0.884389 -0.655666 0.01 -0.25 -0.12 -0.439
C -6.823137 1.972738 -0.202827 0.19 0.08 0.02 -0.471
C -5.525026 1.532128 -0.117343 0.05 0.14 0.16 -0.835
H -4.677466 -0.366219 -0.527259 -0.15 0.12 0.00 0.229
H -6.956576 -1.193919 -1.165417 -0.02 0.11 0.05 0.407
H -8.674675 0.883600 -0.833590 0.12 -0.03 0.03 0.454
H -7.168510 2.968622 0.033923 0.06 -0.09 -0.04 0.462
H -4.619429 2.039419 0.181941 -0.12 -0.03 0.10 0.645
N -10.867932 0.654000 2.400562 0.03 -0.05 0.05 0.005
C -11.526521 -0.516802 2.668044 -0.09 -0.06 -0.02 -0.410
C -10.587626 -1.511651 2.794363 -0.28 0.03 0.02 -0.692
C -9.315219 -0.918318 2.601710 0.18 0.21 -0.04 -0.048
C -9.519098 0.418920 2.363450 0.07 0.03 -0.01 -0.840
H -11.307025 1.548644 2.254707 0.09 -0.19 0.05 0.198
H -12.603257 -0.541001 2.743643 0.11 -0.03 -0.01 0.371
H -10.793790 -2.551166 3.003559 0.01 0.11 -0.02 0.382
H -8.356038 -1.414668 2.634412 -0.08 0.06 -0.01 0.571
H -8.822915 1.221182 2.169926 -0.03 -0.13 -0.01 0.463
N -3.200841 1.512214 -2.443019 0.10 0.06 0.04 0.174
C -2.626428 0.327154 -2.820344 -0.02 0.06 -0.02 -0.488
C -1.605124 0.609704 -3.694647 -0.16 -0.30 0.09 -0.351
C -1.557661 2.017004 -3.846353 -0.09 0.23 0.05 -0.447
C -2.551993 2.547638 -3.060049 -0.01 -0.02 -0.03 -0.577
H -3.980154 1.607111 -1.808771 0.10 0.03 -0.28 0.267
H -2.994073 -0.612934 -2.436234 0.05 0.05 -0.11 0.314
H -0.963588 -0.115480 -4.170513 -0.10 0.10 0.13 0.373
H -0.871672 2.580128 -4.461976 -0.06 -0.06 0.08 0.375
H -2.853454 3.570076 -2.888090 0.04 -0.10 -0.04 0.375